Entry from the OMol25 dataset: 14 unconnected molecules or ions with the total composition C54H80F4O10 (ωB97M-V with the def2-TZVPD basis set).

Results
E_LUMO, eV: 0.21
Total energy, eV: -88635.4791
Frontier orbital gap, eV: 9.61
Relative energy (zero: lowest compared OMol25 entry of this formula, charge and spin), kJ/mol: 0.0

Geometry as ORCA input:
```
! RIJCOSX wB97M-V def2-TZVPD def2/J DEFGRID3
* xyz 0 1
F 5.45861 51.96223 6.69415
C 5.58895 53.33278 6.79250
C 6.71369 54.02258 6.33012
C 6.88013 55.36481 6.44991
C 5.78088 56.13134 6.83419
C 4.62388 55.48074 7.39207
C 4.57137 54.07945 7.37702
H 7.57087 53.48737 5.94907
H 7.75171 55.75297 5.94388
H 5.83600 57.20193 6.70306
H 3.73636 56.07886 7.53684
H 3.71428 53.51060 7.70596
F 10.15841 51.14061 7.84196
C 9.62285 50.08554 7.23641
C 10.38327 49.44868 6.21673
C 9.88338 48.57272 5.29921
C 8.54535 48.23961 5.44606
C 7.72457 48.73584 6.51155
C 8.28414 49.68353 7.43191
H 11.41784 49.74732 6.29969
H 10.52752 48.07157 4.59187
H 8.09767 47.47926 4.82327
H 6.67388 48.52262 6.64183
H 7.70399 50.29760 8.10478
F 6.99102 43.61178 1.91786
C 6.40378 44.28751 2.93084
C 7.01110 44.50869 4.19976
C 6.35961 45.20603 5.17619
C 5.14905 45.75727 4.87981
C 4.60818 45.72299 3.58274
C 5.22786 44.90157 2.58575
H 7.97701 44.03736 4.30583
H 6.86581 45.35443 6.11860
H 4.42075 46.17432 5.55953
H 3.67769 46.24021 3.40092
H 4.70773 44.57682 1.69670
F 6.63416 47.49577 10.21979
C 5.71284 48.00222 9.41588
C 5.38893 49.40984 9.30192
C 4.41458 49.73859 8.43635
C 3.59085 48.79543 7.79077
C 3.84771 47.40740 8.01733
C 4.94670 47.03472 8.79330
H 6.00636 50.10253 9.85452
H 4.15088 50.73833 8.12429
H 2.79615 49.05484 7.10698
H 3.09319 46.73986 7.62813
H 5.22474 46.00806 8.98052
C 5.51547 46.14408 13.04980
C 4.07575 46.48600 13.28405
O 3.31896 45.79784 13.93545
C 3.58130 47.80721 12.75415
H 5.59271 45.93727 11.98239
H 5.86018 45.25369 13.57563
H 6.24760 46.92072 13.27093
H 4.28719 48.60888 12.97126
H 2.62229 48.19953 13.09252
H 3.40782 47.73428 11.68052
C 8.54617 47.74494 12.49333
C 9.96385 48.17971 12.67209
O 10.64362 47.80024 13.66540
C 10.62971 48.99690 11.58309
H 8.18932 47.79015 13.52228
H 8.25540 46.72549 12.23981
H 7.97276 48.45652 11.89924
H 10.04833 49.89260 11.36442
H 10.71313 48.29102 10.75673
H 11.67181 49.28935 11.71199
C -0.63532 45.34561 2.63927
C -0.36079 46.27129 3.81711
O -1.05256 47.24474 4.03636
C 0.85616 45.80269 4.66681
H -1.42800 45.68588 1.97297
H -0.98679 44.38460 3.01483
H 0.25149 45.33647 2.00559
H 1.80259 46.05612 4.18917
H 0.86297 44.71387 4.61657
H 0.88817 46.17462 5.69088
C 9.07698 46.46031 8.59789
C 10.21286 45.51764 8.51198
O 10.13817 44.33686 8.77225
C 11.56681 46.13330 8.06420
H 9.22859 47.50102 8.88429
H 8.34283 45.99343 9.25452
H 8.57474 46.38980 7.63306
H 11.65624 46.25303 6.98449
H 12.46647 45.55503 8.27468
H 11.64694 47.15232 8.44271
C -0.37168 48.51315 9.20724
C 0.02741 47.53041 10.25795
O -0.39807 47.53137 11.43017
C 0.72929 46.35966 9.73209
H -1.15341 49.02231 9.77095
H -0.70555 48.01180 8.29879
H 0.34321 49.18790 8.73635
H 0.69378 45.64506 10.55441
H 1.80123 46.54288 9.65812
H 0.19411 46.01892 8.84577
C 1.00121 42.49532 9.07087
C 1.99686 43.43203 8.51631
O 1.86639 44.14850 7.53110
C 3.28912 43.51307 9.27508
H 1.45196 41.89832 9.86365
H 0.66992 41.78520 8.31318
H 0.18066 43.08633 9.47771
H 3.99218 44.11488 8.69921
H 3.90192 42.61385 9.21202
H 3.05104 43.98754 10.22707
C 7.30048 52.86704 9.55570
C 7.92442 52.54597 10.88400
O 7.53584 51.57187 11.52830
C 9.19948 53.21891 11.23392
H 6.50579 52.22498 9.17579
H 8.10122 52.95322 8.82121
H 6.70541 53.73136 9.85055
H 8.89278 54.26449 11.26233
H 9.89204 53.16152 10.39417
H 9.68564 52.77247 12.10135
C -0.14350 52.37525 9.64433
C 0.84534 53.06753 10.59128
O 0.69954 54.27697 10.78204
C 2.12039 52.39565 11.16237
H 0.38140 52.00195 8.76499
H -0.91800 53.05915 9.29719
H -0.71390 51.51839 10.00285
H 2.85600 53.19915 11.19939
H 2.42543 51.70636 10.37501
H 2.05515 51.94475 12.15259
C -1.19692 50.23462 5.27388
C 0.13527 50.86003 5.80107
O 0.68071 50.51315 6.82303
C 0.78018 51.83672 4.89606
H -1.09176 49.73022 4.31336
H -2.01095 50.93404 5.08338
H -1.50728 49.38874 5.88727
H 1.13082 51.18629 4.09476
H 1.59246 52.35704 5.40357
H 0.05934 52.61258 4.63809
C 7.76614 42.10032 8.69915
C 6.92723 42.18070 10.00254
O 6.32896 41.23736 10.48043
C 6.85005 43.49036 10.64952
H 7.61351 41.13755 8.21142
H 8.82111 42.08071 8.97255
H 7.55693 42.96162 8.06474
H 7.68329 44.18322 10.53223
H 6.75193 43.31283 11.72048
H 5.98006 44.06606 10.33363
*
```

Mulliken population analysis, charges in e, atoms 1 to 2: -0.233, 0.046